{
  "formula": "C6H12O",
  "method": "the ωB97M-V functional and the def2-TZVPD basis",
  "e_tot_ev": -8462.3820,
  "e_above_lowest_kcal_mol": 45.5,
  "fmax_ev_per_a": 2.279,
  "smiles": "C=C/C(C)=C/C.O",
  "charge": 0,
  "gap_ev": 8.96,
  "elements": ["C", "C", "C", "C", "C", "C", "H", "H", "H", "H", "H", "H", "H", "H", "H", "H", "O", "H", "H"],
  "xyz": [[-2.017, 0.035, -1.785], [-0.964, 0.261, -0.984], [-0.159, -0.761, -0.278], [1.038, -0.212, 0.458], [-0.633, -1.973, 0.028], [-0.084, -2.778, 1.163], [-2.373, -0.956, -2.034], [-2.544, 0.908, -2.135], [-0.565, 1.266, -1.098], [1.859, -0.931, 0.347], [1.442, 0.720, 0.072], [0.875, -0.073, 1.518], [-1.434, -2.397, -0.568], [-0.780, -3.570, 1.432], [0.946, -3.095, 1.028], [0.024, -2.136, 2.041], [1.455, 5.442, 0.298], [2.238, 5.635, -0.244], [1.677, 4.615, 0.741]],
  "forces_ev_per_angstrom": [[0.478, 0.245, 0.805], [0.001, -0.813, -2.129], [-0.540, 1.244, 0.911], [0.758, -0.657, -0.398], [0.470, 0.005, -0.387], [-0.009, 0.443, 0.231], [-0.273, 0.054, 0.182], [-0.120, -0.106, -0.534], [-0.015, 0.067, 0.904], [-0.007, 0.046, 0.249], [-0.349, 0.165, -0.241], [-0.196, -0.008, 0.387], [-0.276, 0.157, 0.326], [0.386, -0.307, -0.066], [0.003, -0.637, -0.340], [-0.310, 0.108, 0.101], [0.488, -0.004, -0.266], [-0.424, -0.047, 0.256], [-0.065, 0.046, 0.010]],
  "mulliken_charge": [-0.788, -0.381, 1.073, -1.419, -0.221, -1.168, 0.225, 0.255, 0.241, 0.334, 0.388, 0.312, 0.216, 0.330, 0.309, 0.294, -0.640, 0.322, 0.317]
}